The following is a quantum chemistry calculation of C38H44GeN14O3PTi as an isolated structure, from the Open Molecules 2025 dataset.

Values from the calculation:
Strongest force on any atom, eV/A: 0.38
Gap between HOMO and LUMO, eV: 5.10
HOMO energy, eV: -2.884
Spin multiplicity: 1
Total energy, eV: -156039.39698
Charge: -1

Each line ends with the Mulliken charge.
Cartesian coordinates (Å):
Ge1 0.2641 2.4546 -1.0399  2.071
Ti1 0.0685 -0.9467 -0.3288  -0.762
P1 -0.1678 -2.3176 2.1612  3.537
O1 -0.2422 -3.8189 -0.0542  -0.779
O2 -0.4651 -3.4065 -2.2655  -1.050
O3 1.9004 -0.0685 0.5426  0.162
N1 3.5477 -4.2367 -2.1347  -0.665
N2 0.3723 -0.6983 -2.5105  1.520
N3 -0.4631 -2.9159 -1.0206  0.992
N4 1.9475 -2.2164 -1.0520  0.852
N5 -1.6589 -2.0843 -0.6960  1.027
N6 0.2859 -4.4869 3.8673  0.196
N7 -0.6675 0.5757 0.9090  2.328
N8 1.1677 -1.4458 -4.4724  -1.102
N9 -2.0548 -3.8282 3.5555  0.157
N10 -0.5751 -2.4608 4.9464  0.167
N11 -3.8372 -1.5382 -1.3175  -0.238
N12 -2.9390 -3.6349 -1.8321  -0.535
N13 -3.6231 -0.1448 -1.2030  -0.279
N14 0.1225 -0.6068 -4.6439  0.251
C1 -1.4145 2.2861 3.0496  -1.256
C2 3.3592 -4.1057 -0.8254  -0.730
C3 0.3386 1.2117 1.7711  0.529
C4 -2.1746 5.2759 0.9431  -0.721
C5 4.2983 3.0450 0.1598  -0.759
C6 -1.1513 3.2407 -5.5493  -0.502
C7 0.8045 -3.8230 2.6677  -2.027
C8 -0.3862 4.0957 -0.1817  0.270
C9 -1.4717 6.4666 0.8420  -0.616
C10 -0.0740 2.1386 2.6999  -1.075
C11 -1.8582 -3.0856 2.3087  -1.431
C12 1.2577 -1.4942 -3.1664  0.600
C13 -1.6027 2.9183 -3.2079  -0.524
C14 -1.6346 4.1001 0.4361  -0.447
C15 0.3014 5.3057 -0.2920  -0.660
C16 2.5647 -3.1111 -0.2853  -0.427
C17 5.0223 2.2074 -0.6770  -0.667
C18 -1.0965 -4.9219 3.6706  -0.835
C19 -1.9305 0.4009 1.6081  -0.271
C20 0.2086 3.1730 -5.2843  -0.935
C21 2.2390 2.4560 -0.9815  0.164
C22 2.9850 1.6158 -1.8104  0.048
C23 -0.2285 6.4811 0.2216  -0.741
C24 -0.6919 0.8824 -0.4891  0.793
C25 -1.9274 -2.9610 4.7211  -0.965
C26 4.3599 1.4895 -1.6651  -1.029
C27 0.6573 2.9693 -3.9816  0.146
C28 -2.3045 1.2930 2.5567  -1.410
C29 -2.7723 -2.4104 -1.2665  -0.185
C30 2.0900 -2.3806 -2.3659  -0.431
C31 -0.3484 -0.1716 -3.4733  -1.667
C32 -0.2367 2.8082 -2.9264  -0.265
C33 2.8956 -3.3766 -2.9001  -0.878
C34 0.3265 -3.6019 5.0282  -1.079
C35 1.6795 0.5786 1.8205  -1.509
C36 2.9212 3.1623 0.0087  -0.354
C37 -0.1667 -1.5402 3.8737  -1.549
C38 -2.0593 3.1274 -4.5006  -0.575
H1 0.7875 -4.5129 1.8239  0.391
H2 -4.4759 -1.7507 -2.0689  0.306
H3 4.8056 3.6021 0.9390  0.404
H4 -1.9598 -3.7497 1.4514  0.523
H5 2.4521 1.3315 2.0057  0.708
H6 -2.1843 3.1708 0.5331  0.240
H7 0.6954 2.6984 3.2297  0.369
H8 -3.1415 5.2553 1.4314  0.410
H9 -1.7368 3.0316 3.7625  0.372
H10 -0.1759 -0.3400 -5.5662  0.259
H11 -1.9896 -3.9649 -2.1372  0.315
H12 -2.6131 -2.3031 2.2393  0.076
H13 1.7811 -0.2138 2.5777  0.105
H14 1.8425 -3.5306 2.8640  0.471
H15 -1.5037 3.3998 -6.5616  0.380
H16 4.9138 0.8257 -2.3189  0.449
H17 -0.8238 -0.6668 3.8729  0.375
H18 -1.1865 0.4893 -3.3559  0.890
H19 0.8373 -1.1793 4.1135  0.368
H20 1.7248 2.9254 -3.7961  0.331
H21 -3.8908 0.1394 -0.2670  0.473
H22 0.0493 -4.1905 5.9081  0.330
H23 -3.2884 1.1762 3.0028  0.360
H24 -1.3783 -5.5322 4.5340  0.280
H25 2.9928 -3.4693 -3.9737  0.506
H26 -2.5128 -0.4609 1.3214  0.211
H27 1.2618 5.3368 -0.7958  0.355
H28 2.7238 -0.5647 0.5393  0.231
H29 -1.1501 -5.5328 2.7681  0.439
H30 2.4300 -3.0203 0.7822  0.462
H31 0.9244 3.2824 -6.0911  0.417
H32 6.0946 2.1091 -0.5574  0.355
H33 2.4838 1.0248 -2.5705  0.189
H34 -2.6133 0.0574 -1.2398  -0.885
H35 2.3634 3.7948 0.6900  0.439
H36 -2.3196 2.8092 -2.4001  0.287
H37 -1.8896 7.3825 1.2431  0.360
H38 0.3223 7.4102 0.1302  0.403
H39 -3.1234 3.1997 -4.6935  0.404
H40 3.8553 -4.8182 -0.1800  0.412
H41 -2.2274 -3.5324 5.6053  0.277
H42 -2.6030 -2.1110 4.6057  0.437
H43 1.3489 -3.2380 5.1611  0.392
H44 -3.6646 -3.6899 -2.5300  0.246